6 unconnected molecules or ions with the total composition C38H70N11S3 at a distorted geometry. Source: the OMol25 dataset; level of theory: the ωB97M-V functional and the def2-TZVPD basis.

Results
total charge: +1
HOMO-LUMO gap: 6.077 eV
multiplicity: 1
max |F|: 0.0933 hartree/bohr
molecular weight: 777.26 g mol⁻¹

```
122
Properties=species:S:1:pos:R:3:forces:R:3
C 2.3352 0.6513 -0.1034 -0.8 0.3 0.6
C 1.1454 -0.0998 0.6557 0.4 0.3 0.9
C 1.5008 -1.5945 1.0585 0.4 0.7 0.2
C 2.1583 -2.4665 -0.0868 0.7 -0.6 1.1
N 1.2823 -2.8207 -1.2288 -1.4 2.3 0.0
C -0.0445 -3.3296 -0.8633 -0.8 -2.1 0.2
C -0.2516 -4.7341 -1.6421 0.2 0.5 -0.5
C -1.5330 -4.7332 -2.5667 -0.4 -1.5 0.4
C -2.8585 -4.2478 -1.8530 0.3 0.2 -2.5
N -3.1659 -4.9340 -0.5723 -0.5 2.1 1.4
C -3.6970 -4.2293 0.3989 -1.4 0.5 3.5
N -4.1229 -4.6914 1.7118 -0.1 -0.9 -3.5
C -5.4665 -4.0161 1.8051 -0.9 0.6 -1.1
C -5.0250 -2.5272 1.4590 -1.3 -0.7 1.9
C -6.1693 -1.4661 1.0945 1.1 -0.2 -0.2
N -7.5312 -2.0201 1.2771 0.3 1.3 -0.6
C -8.2486 -2.1058 -0.0239 -0.6 -0.5 -0.3
N -4.0065 -2.7972 0.4177 0.7 -2.1 -0.7
N -2.7012 -2.2530 0.6345 -0.1 4.8 0.4
C -2.7759 -0.9760 0.7429 -0.6 0.7 -1.0
S -3.0417 0.6417 0.6751 0.9 -4.2 0.4
C 1.2643 -1.8579 -2.3043 1.7 -1.0 -1.5
S 2.5243 -1.9406 -3.4196 -1.5 0.2 1.4
S -0.0022 -0.5614 -2.5967 -0.5 -1.0 0.0
C -0.9740 -1.1200 -4.1028 -0.3 -0.6 -0.9
C -2.3851 -0.3832 -4.1175 0.4 -0.3 0.8
C -3.3683 -1.0341 -3.0407 0.3 0.8 -0.1
H 3.2644 0.6682 0.5499 -1.1 -0.2 -0.8
H 2.5566 0.2319 -1.1235 -0.2 0.5 1.0
H 1.9941 1.7319 -0.2049 0.6 -1.3 -0.1
H 0.1485 -0.0008 0.1306 1.2 -0.3 0.2
H 1.0232 0.4709 1.6479 0.0 -1.0 -1.6
H 0.6084 -2.0933 1.5617 1.0 0.5 -0.8
H 2.2825 -1.5154 1.8868 -0.8 -0.2 -1.0
H 2.4999 -3.4424 0.3931 -0.4 1.1 -0.6
H 3.0922 -1.9874 -0.5016 -1.1 -0.4 0.5
H -0.1506 -3.6016 0.2362 0.5 0.8 -1.3
H -0.9079 -2.6444 -1.0970 1.2 -0.4 0.1
H 0.6479 -4.8911 -2.3186 -1.1 0.2 0.8
H -0.2267 -5.6146 -0.9211 -0.3 1.1 -0.8
H -1.3979 -4.1414 -3.5213 -0.1 -0.5 1.3
H -1.7231 -5.8058 -2.9074 0.3 1.2 0.3
H -2.7970 -3.1238 -1.7749 -0.3 -1.5 0.7
H -3.7379 -4.4529 -2.5473 1.1 0.2 0.8
H -3.0368 -5.9314 -0.3831 0.2 0.4 -0.5
H -4.2437 -5.7130 1.6502 0.1 0.4 0.6
H -6.0466 -4.1692 2.7531 1.1 0.3 -0.8
H -6.0925 -4.4326 0.9630 0.2 0.6 0.9
H -4.6324 -2.1598 2.4510 0.6 -0.3 -1.3
H -5.9927 -0.5763 1.7718 -0.3 -1.0 -0.7
H -5.9544 -1.1081 0.0389 -0.4 -0.4 1.1
H -8.0292 -1.3595 1.8822 0.2 -0.5 -0.3
H -7.9659 -1.2878 -0.7545 -0.2 -0.9 0.7
H -9.3660 -2.0301 0.1326 1.3 -0.2 -0.1
H -8.0299 -3.1275 -0.4600 -0.3 1.2 0.2
H -1.1637 -2.2361 -4.0470 0.3 1.3 0.1
H -0.3937 -0.9589 -5.0635 -0.6 0.1 1.3
H -2.2238 0.6922 -3.7999 -0.2 -1.1 -0.7
H -2.8193 -0.4205 -5.1664 0.6 0.1 1.3
H -3.9115 -1.9476 -3.4230 0.6 1.0 0.4
H -4.1100 -0.2327 -2.7409 0.6 -1.1 -0.3
H -2.7711 -1.2777 -2.1003 -0.7 0.3 -1.2
C 1.6899 -1.3372 5.6515 0.0 -0.1 0.0
C 2.7310 -0.3369 6.1442 -0.1 -0.3 0.0
C 2.4437 1.0954 5.6896 -0.1 -0.2 -0.6
C 2.4437 1.1634 4.1943 -0.1 0.3 -0.6
N 2.4325 1.2101 3.0323 0.2 0.1 2.0
H 1.6702 -1.3929 4.5601 0.0 0.1 0.0
H 1.9192 -2.3382 6.0231 -0.1 0.1 0.0
H 0.6893 -1.0660 6.0005 0.0 0.0 0.0
H 3.7173 -0.6465 5.7876 0.0 0.2 0.1
H 2.7610 -0.3637 7.2364 0.0 0.1 -0.1
H 3.2051 1.7705 6.0762 -0.1 0.0 -0.2
H 1.4718 1.4294 6.0631 -0.1 -0.1 -0.2
C 7.6683 3.4734 2.6143 0.0 0.0 0.0
C 6.2912 3.8952 2.1130 0.3 -0.1 -0.2
C 5.3608 4.3513 3.2398 0.0 -0.7 0.2
C 5.1477 3.2353 4.2097 -0.2 -0.3 0.6
N 4.9792 2.3669 4.9616 0.6 1.3 -1.1
H 7.6064 2.6138 3.2856 0.0 0.1 0.0
H 8.3052 3.1847 1.7760 0.0 0.1 0.1
H 8.1592 4.2920 3.1479 0.0 -0.1 0.0
H 5.8372 3.0580 1.5750 -0.1 0.1 0.0
H 6.4080 4.7121 1.3963 -0.1 0.0 0.1
H 4.3946 4.6546 2.8308 0.0 -0.1 0.1
H 5.7883 5.2063 3.7691 0.0 -0.1 0.1
C -1.0465 3.0517 -0.0120 0.1 0.0 0.0
C -0.0566 4.1626 -0.3525 -0.2 -0.2 0.3
C -0.2909 4.7695 -1.7369 0.2 -0.7 -0.3
C -0.1404 3.7193 -2.7888 0.0 -0.3 -0.8
N -0.0216 2.9032 -3.6069 -0.2 1.0 1.2
H -0.9590 2.2047 -0.6983 0.0 0.1 0.0
H -0.8563 2.6735 0.9956 0.0 0.0 0.0
H -2.0769 3.4207 -0.0495 0.0 0.0 0.0
H 0.9596 3.7623 -0.2913 0.0 0.1 0.0
H -0.1360 4.9526 0.3985 0.1 -0.1 -0.3
H 0.4323 5.5655 -1.9252 -0.1 -0.1 -0.1
H -1.2930 5.1996 -1.8037 0.0 -0.1 -0.1
C 2.9987 0.0047 -6.9214 0.0 0.0 0.0
C 3.2876 -1.3018 -7.6513 0.2 0.2 0.3
C 2.2599 -1.6122 -8.7420 -0.5 -0.1 0.5
C 0.8987 -1.7399 -8.1362 -0.9 -0.1 0.0
N -0.1589 -1.8402 -7.6654 1.6 0.1 -0.6
H 2.0405 -0.0315 -6.3981 0.0 0.0 0.0
H 3.7690 0.2002 -6.1731 -0.1 0.0 0.0
H 2.9795 0.8478 -7.6178 0.0 0.0 0.0
H 3.3117 -2.1180 -6.9231 0.0 0.0 -0.1
H 4.2814 -1.2454 -8.1032 -0.1 -0.1 -0.1
H 2.5139 -2.5478 -9.2446 -0.2 0.0 0.0
H 2.2436 -0.8184 -9.4925 -0.1 0.0 0.1
C -0.1843 3.9584 3.9709 0.0 -0.1 0.0
C 1.0026 4.7698 4.4793 -0.1 -0.3 0.0
C 0.9018 6.2569 4.1291 0.1 -0.2 -0.7
C 0.8588 6.4303 2.6454 0.0 0.4 -0.7
N 0.8267 6.5651 1.4921 0.2 -0.1 1.8
H -0.2494 3.9813 2.8804 0.0 0.0 0.1
H -0.0840 2.9122 4.2678 0.0 0.0 0.0
H -1.1241 4.3396 4.3801 0.0 0.0 0.0
H 1.9230 4.3526 4.0605 0.0 0.1 0.0
H 1.0670 4.6641 5.5653 0.1 0.1 0.0
H 1.7650 6.7963 4.5242 -0.1 0.1 -0.1
H 0.0006 6.6946 4.5649 0.0 0.0 -0.1
```
Forces are in eV/Å.